19
Properties=species:S:1:pos:R:3 method="wB97M-V/def2-TZVPD" total_charge=0 de_lowest_kj_mol=390.0 e_tot_ha=-348.056265 largest_force_ha_per_bohr=0.088
C 2.36851 0.19084 1.46139
C 1.08374 0.71250 0.94752
C 0.22813 -0.04750 -0.00620
O 0.24006 -1.29567 0.27297
C -0.88104 0.55867 -0.67849
C -1.34146 -0.07033 -1.92861
O -2.29360 -1.02746 0.65232
H 2.21183 -0.81715 1.86612
H 3.03038 0.05422 0.59367
H 2.96434 0.72187 2.22477
H 0.44698 0.90075 1.82463
H 1.24977 1.72991 0.54854
H 0.58941 0.79070 -1.16556
H -1.33300 -1.40046 0.62315
H -1.36433 1.48693 -0.38420
H -0.80400 -1.00915 -2.12659
H -2.40630 -0.28941 -1.80025
H -1.27291 0.51338 -2.85484
H -2.71682 -1.70211 0.07487

20
Properties=species:S:1:pos:R:3 method="wB97M-V/def2-TZVPD" total_charge=0 de_lowest_kj_mol=413.0 e_tot_ha=-423.296552 largest_force_ha_per_bohr=0.065
C -2.12498 1.72558 1.77255
C -1.50171 -0.50844 0.61523
C 2.61200 -1.52545 -2.08608
C 1.49047 -0.90277 -0.10072
C -1.96037 0.97921 0.37738
O 2.53546 -0.16043 0.22049
O -0.93767 1.53159 -0.44642
O 1.49126 -1.59073 -1.20897
H -2.77185 1.16719 2.49423
H -2.66180 2.59805 1.53908
H -1.19981 1.95433 2.21574
H -0.45041 -0.54020 1.11500
H -1.44123 -0.95013 -0.36399
H -2.13675 -1.03071 1.35687
H 3.41176 -2.27411 -2.02278
H 3.17151 -0.61459 -1.80296
H 2.18546 -1.60805 -3.09402
H -2.91169 0.92652 -0.13598
H 3.32754 -0.27848 -0.34078
H -0.12717 1.10162 -0.10386

20
Properties=species:S:1:pos:R:3 method="wB97M-V/def2-TZVPD" total_charge=0 smiles="C=C/C(O)=C/C.O.O" de_lowest_kj_mol=186.6 e_tot_ha=-423.382779 largest_force_ha_per_bohr=0.030
C -2.23989 -0.84924 0.60600
C -0.98219 -1.26146 0.70593
C 0.06352 -0.95919 -0.30150
O 0.14805 0.34191 -0.71921
C 0.87168 -1.88752 -0.81497
C 2.02619 -1.50772 -1.71948
H -2.56804 0.00689 0.02706
H -3.00289 -1.28696 1.24279
H -0.78156 -2.07789 1.37078
H -0.48744 0.94212 -0.29321
H 0.78601 -2.87542 -0.38631
H 1.88030 -0.49882 -2.08694
H 2.94858 -1.59264 -1.14760
H 2.04400 -2.16338 -2.59296
O 1.57934 2.17628 1.65592
H 1.14511 1.53139 1.08659
H 0.88510 2.53701 2.21982
O -1.50297 2.39458 0.28864
H -2.43410 2.45255 0.50813
H -1.16607 3.21387 -0.08163

20
Properties=species:S:1:pos:R:3 method="wB97M-V/def2-TZVPD" total_charge=0 smiles="O=CCCCCO.O" de_lowest_kj_mol=213.3 e_tot_ha=-423.372592 largest_force_ha_per_bohr=0.049
O 1.50415 3.73723 1.80943
C 1.21456 2.62501 1.45657
C 0.37408 2.46996 0.20694
C 1.06163 1.37991 -0.69658
C 0.22333 0.07220 -0.92032
C 1.02203 -1.08518 -0.23927
O 0.16291 -2.24988 -0.23639
H 1.51525 1.63260 1.85843
H -0.62091 2.02124 0.35108
H 0.17193 3.40838 -0.34961
H 1.38599 1.96764 -1.58424
H 2.01565 1.11916 -0.29069
H 0.16706 -0.09236 -2.00449
H -0.76201 0.06923 -0.44477
H 1.86726 -1.40208 -0.86402
H 1.27461 -0.86006 0.78915
H -0.44991 -2.07761 0.48526
O -3.97568 -4.39566 0.54452
H -4.44658 -3.55716 0.41299
H -3.70536 -4.78257 -0.28400

19
Properties=species:S:1:pos:R:3 method="wB97M-V/def2-TZVPD" total_charge=0 smiles=CSCCCCO de_lowest_kj_mol=187.9 e_tot_ha=-671.061680 largest_force_ha_per_bohr=0.098
C 1.98619 -1.13791 -2.26491
S 0.79368 -1.68455 -0.93239
C 1.30550 -0.57858 0.48968
C 0.04639 -0.26978 1.21216
C -0.73509 0.97142 0.65643
C -2.25046 1.10292 0.92531
O -2.94053 0.19853 0.00698
H 1.81427 -0.00202 -2.29250
H 1.78510 -1.64884 -3.27816
H 2.88706 -1.09922 -1.61798
H 1.84484 0.24605 -0.04891
H 2.00693 -1.05435 1.20141
H 0.28887 -0.11735 2.29201
H -0.49137 -1.10352 1.13670
H -0.21323 1.90942 0.89441
H -0.65521 0.86478 -0.39963
H -2.64895 2.16520 0.84082
H -2.40196 0.80512 2.02211
H -2.42201 0.43267 -0.84353

19
Properties=species:S:1:pos:R:3 method="wB97M-V/def2-TZVPD" total_charge=0 smiles=CSCCCCO de_lowest_kj_mol=143.5 e_tot_ha=-671.078607 largest_force_ha_per_bohr=0.054
C -1.77613 -2.59400 0.44349
S -0.36138 -1.53754 0.80798
C -1.05045 -0.18850 -0.30364
C 0.03103 0.39040 -1.17639
C 1.41131 0.48362 -0.44414
C 1.46939 1.44333 0.86343
O 1.06561 2.80228 0.55991
H -2.62717 -1.86892 0.28854
H -1.85328 -3.29582 1.24645
H -1.67017 -3.07510 -0.60900
H -1.56275 0.59568 0.32046
H -1.66755 -0.63876 -1.05789
H -0.29314 1.35912 -1.67323
H 0.19208 -0.33219 -1.94058
H 1.77830 -0.49970 -0.16943
H 2.08940 0.90812 -1.22054
H 2.54355 1.65177 1.11842
H 0.84243 1.06998 1.67133
H 1.43893 3.32620 1.27481

20
Properties=species:S:1:pos:R:3 method="wB97M-V/def2-TZVPD" total_charge=0 smiles="C=CCO.CSSC" de_lowest_kj_mol=106.0 e_tot_ha=-1069.279814 largest_force_ha_per_bohr=0.014
C 0.72497 1.62247 -1.78769
C -0.23281 0.83549 -2.25477
C -1.13054 1.24505 -3.37867
O -0.83852 0.39901 -4.49398
H 1.36782 1.29638 -0.98225
H 0.93595 2.57979 -2.24844
H -0.48479 -0.10990 -1.78565
H -2.18971 1.18703 -3.11309
H -0.92572 2.28992 -3.64217
H -1.35602 0.70681 -5.24627
C -1.10482 0.65173 1.30882
S 0.64530 0.35252 1.64806
S 0.58986 -1.30443 2.86537
C 0.42920 -2.65422 1.66570
H -1.53078 -0.13992 0.69659
H -1.68387 0.77848 2.22032
H -1.14294 1.58318 0.74389
H 1.29741 -2.64529 1.00923
H 0.39165 -3.58002 2.23652
H -0.46433 -2.56282 1.05133

20
Properties=species:S:1:pos:R:3 method="wB97M-V/def2-TZVPD" total_charge=0 de_lowest_kj_mol=291.8 e_tot_ha=-960.515162 largest_force_ha_per_bohr=0.094
C 0.29386 -1.48103 1.57223
C -0.69648 0.29187 -2.47877
C -1.89029 1.33218 -0.70207
C 2.38271 -0.97358 2.56328
C -0.96697 0.14519 -0.97374
O 1.20381 -1.77475 2.43287
Si 0.56763 0.23847 -0.00276
S -1.16121 -2.24507 1.56119
H 0.15655 -0.21557 -2.71743
H -1.50174 -0.05568 -3.11753
H -0.74775 1.34121 -2.69420
H -1.51375 2.38949 -0.90890
H -2.21902 1.36655 0.29908
H -2.79034 1.29283 -1.42034
H 2.54117 -0.38447 1.68473
H 3.19170 -1.52467 2.64576
H 2.27624 -0.24007 3.32869
H -1.59806 -0.71622 -0.69092
H 0.86852 1.45111 0.67379
H 1.60340 -0.23779 -1.05497